84
Properties=species:S:1:pos:R:3:forces:R:3:mulliken_charge:R:1 method="wB97M-V/def2-TZVPD" e_lumo_ha=0.0064 gap_ev=6.954 mol_weight_g_mol=661.1
Pd -0.0173 -0.1079 0.0710 0.0127 -1.4463 0.1587 -0.6000
C 2.8832 -0.4113 2.5931 -0.2220 -0.0789 -0.0249 -1.4136
C 3.2941 -0.8822 1.2010 -0.5615 0.1156 -0.0825 0.9790
C 4.8012 -0.8762 0.9937 -0.1977 0.0186 -0.1488 -1.3784
P 2.2260 0.0708 0.0100 0.9734 -0.5404 -0.4782 0.7295
C 2.8197 -0.3077 -1.7194 -0.2296 0.1578 0.2633 0.5406
C 3.9702 0.5866 -2.1636 -0.0298 -0.1267 0.0687 -1.5978
C 1.6056 -0.1488 -2.6377 -0.1349 -0.2542 0.0163 -1.4962
C 2.3918 1.8247 0.3110 -0.8479 0.9384 0.2172 -0.1459
C 3.5752 2.5129 0.5900 -0.4121 -0.0703 -0.0844 -0.1391
C 3.5682 3.8322 0.9942 -0.3303 0.3686 0.0925 0.5881
C 4.8373 4.5752 1.2671 0.0231 0.0423 0.1553 -1.7529
C 2.3267 4.4648 1.2005 0.4536 -0.7383 -0.2719 -1.0316
C 1.1457 3.8220 0.9059 0.0423 0.1955 0.1905 -0.8592
C 1.1284 2.5211 0.3796 1.7172 -0.2351 -0.0002 0.1050
N -0.0025 1.8744 -0.0114 0.1415 0.0571 -0.1160 0.5090
C -1.1382 2.5413 -0.3460 -1.8384 -0.2556 0.0396 0.2373
C -1.1764 3.8545 -0.8372 -0.0101 0.1411 -0.2241 -0.6623
C -2.3706 4.5145 -1.0345 -0.5114 -0.7226 0.3147 -0.9398
C -3.5992 3.8939 -0.7348 0.3668 0.5091 -0.1364 0.4090
C -4.8864 4.6467 -0.8649 -0.0858 -0.0228 -0.1709 -1.6934
C -3.5912 2.5647 -0.3649 0.4516 -0.1795 0.0641 -0.6194
C -2.4002 1.8527 -0.2201 0.7769 1.0625 -0.3018 -0.2543
P -2.2625 0.0948 0.0477 -1.1619 -0.4248 0.7137 0.9351
C -3.3838 -0.7935 -1.1482 0.6145 0.0985 0.0522 1.0253
C -4.8849 -0.6025 -0.9741 0.1776 0.0136 0.1675 -1.6014
C -2.9013 -0.4012 -2.5427 0.2048 -0.0981 0.0186 -1.3906
C -2.8968 -0.2243 1.7652 0.1976 0.1003 -0.2263 0.3995
C -2.9866 -1.7221 2.0306 0.0581 0.0687 -0.1213 -1.4130
C -1.8746 0.4322 2.6948 0.1962 -0.0384 -0.0124 -1.6929
H 3.2830 -1.0697 3.3608 0.0596 -0.0786 0.0807 0.4627
H 1.7892 -0.4124 2.6704 0.1487 0.0194 0.1422 0.2003
H 3.2395 0.6000 2.7825 0.0110 0.0762 0.0314 0.2899
H 2.9307 -1.9117 1.0665 -0.0315 0.1537 -0.0340 0.2380
H 5.2277 0.1122 1.1421 0.0742 0.0869 0.0077 0.2102
H 5.0564 -1.2289 -0.0030 0.1338 -0.0118 -0.0683 0.3344
H 5.2620 -1.5482 1.7163 0.0573 -0.0485 0.0581 0.4861
H 3.1325 -1.3594 -1.7239 -0.0326 0.0772 0.1081 0.6056
H 3.6640 1.6318 -2.1607 -0.0059 0.0508 -0.0211 0.3032
H 4.2796 0.3213 -3.1736 0.0396 -0.0091 -0.0840 0.5029
H 4.8286 0.4839 -1.5049 0.1626 0.0497 0.0082 0.3177
H 1.2368 0.8820 -2.6089 -0.0435 -0.0997 0.0158 0.2024
H 0.7996 -0.8306 -2.3196 0.2305 0.2925 -0.2234 0.2147
H 1.8703 -0.3843 -3.6679 0.0653 -0.0029 -0.1083 0.5994
H 4.5200 2.0011 0.4808 0.1262 -0.0261 0.0173 0.0543
H 5.6920 4.0741 0.8185 0.0879 0.0231 -0.0187 0.3569
H 5.0093 4.6514 2.3414 0.1243 0.0459 0.0599 0.3154
H 4.7731 5.5877 0.8735 0.1245 0.0764 -0.0435 0.4104
H 2.3063 5.4677 1.5975 -0.0220 0.1718 0.0687 0.4312
H 0.2079 4.3134 1.1164 -0.0168 0.0723 -0.0599 0.6081
H -0.2493 4.3483 -1.0905 0.0154 0.0450 0.0624 0.6374
H -2.3683 5.5249 -1.4132 0.0169 0.1654 -0.0374 0.4203
H -4.7216 5.7142 -0.7373 -0.0902 0.0731 0.0347 0.4120
H -5.6096 4.3080 -0.1245 -0.0672 0.0637 0.0216 0.3773
H -5.3219 4.4905 -1.8537 -0.1066 0.0661 -0.0218 0.2946
H -4.5278 2.0643 -0.1646 -0.1397 -0.0296 -0.0344 0.4105
H -3.1378 -1.8523 -0.9873 0.0391 0.1417 0.0576 0.2370
H -5.2019 0.3798 -1.3160 -0.0256 0.0706 -0.0190 0.3617
H -5.1782 -0.7230 0.0672 -0.1446 -0.0094 0.0576 0.3320
H -5.4172 -1.3473 -1.5654 -0.0347 -0.0284 -0.0336 0.4654
H -3.1306 0.6437 -2.7513 -0.0016 0.0553 -0.0156 0.2826
H -3.3713 -1.0163 -3.3079 -0.0473 -0.0585 -0.0595 0.4797
H -1.8151 -0.5333 -2.6055 -0.1241 0.0209 -0.1496 0.1746
H -3.8754 0.2573 1.8914 0.0977 -0.0548 -0.0685 0.7503
H -2.0199 -2.1896 1.8260 -0.0778 -0.0539 0.0516 0.1070
H -3.7361 -2.1894 1.3963 -0.0920 -0.1557 -0.0389 0.2920
H -3.2534 -1.9081 3.0705 -0.0233 -0.0079 0.0584 0.5270
H -0.8642 0.0322 2.4790 -0.4347 0.2108 0.2109 0.2922
H -2.1065 0.2250 3.7388 -0.0783 -0.0162 0.0779 0.5862
H -1.8625 1.5140 2.5510 0.1344 -0.0016 0.0281 0.2583
N -0.0057 -10.0511 -0.0062 -0.0005 0.2107 -0.0068 -0.5208
C -0.0037 -8.8992 -0.0088 -0.0047 -1.4410 -0.0049 0.0622
C -0.0003 -7.4961 -0.0066 0.0247 1.5828 -0.0004 0.4713
C -1.2098 -6.7843 -0.0404 0.3222 -0.4878 0.0013 -0.7124
C -1.2049 -5.4118 -0.0239 0.3097 0.3267 -0.0018 -0.3282
C 0.0081 -4.7029 0.0289 -0.0655 -0.7228 0.0163 0.3540
C 1.2154 -5.4199 0.0499 -0.1938 0.3786 -0.0222 -0.4568
C 1.2140 -6.7913 0.0334 -0.3532 -0.5493 -0.0197 -0.7193
C 0.0087 -3.2936 0.0807 0.0338 0.9107 0.2346 0.7165
C -0.0019 -2.0818 0.1985 0.0322 -0.1824 -0.4851 -1.2410
H -2.1434 -7.3254 -0.0779 -0.0504 -0.0714 0.0043 0.4431
H -2.1378 -4.8642 -0.0482 0.0380 0.0314 0.0141 0.4250
H 2.1528 -4.8777 0.0809 -0.0790 0.0063 0.0113 0.4492
H 2.1447 -7.3388 0.0526 0.0429 -0.0639 0.0064 0.4399